Record 1
The following is a DFT calculation (ωB97M-V/def2-TZVPD) of a structure of composition C30H33BF6FeN5P2S.

Geometry (Å):
Fe1 -0.022 -0.175 1.150
S1 0.306 -2.382 1.269
P1 -2.321 -0.603 0.710
P2 -0.691 -0.071 3.314
F1 4.320 1.192 -0.264
F2 -2.322 4.560 -0.093
F3 1.827 4.639 2.016
F4 3.103 -0.738 -0.387
F5 5.313 -0.826 0.231
F6 4.742 -0.326 -1.952
N1 0.411 -0.430 -0.823
N2 0.277 -3.842 -0.931
N3 0.380 -1.552 -1.350
N4 1.779 0.394 1.887
N5 0.298 -4.099 -2.253
C1 0.813 3.916 1.498
C2 0.977 2.695 -3.561
C3 1.581 1.585 -1.512
C4 -2.001 -2.566 -5.417
C5 0.266 -2.644 -0.472
C6 -2.416 -2.364 -4.108
C7 4.249 1.319 2.689
C8 2.006 1.726 1.959
C9 -0.551 1.515 4.191
C10 2.762 -0.458 2.195
C11 0.858 2.526 1.511
C12 -0.819 -3.254 -5.650
C13 -2.494 -0.421 3.408
C14 4.008 -0.038 2.611
C15 1.770 2.610 -2.423
C16 -0.167 0.682 -2.921
C17 0.013 1.729 -3.811
C18 3.241 2.211 2.366
C19 -1.295 2.521 0.453
C20 -0.472 -3.516 -3.281
C21 -3.252 -0.071 -0.772
C22 -3.180 0.134 2.154
C23 -1.661 -2.832 -3.046
C24 0.072 -1.232 4.482
C25 -0.242 4.636 0.977
C26 -2.894 -2.334 0.823
C27 -0.237 1.800 0.996
C28 0.605 0.636 -1.769
C29 -0.057 -3.725 -4.593
C30 -1.279 3.903 0.447
B1 4.399 -0.183 -0.615
H1 -4.163 -0.667 -0.849
H2 -2.912 -0.004 4.326
H3 -0.239 5.716 0.977
H4 -0.890 -0.098 -3.117
H5 0.877 -4.241 -4.777
H6 0.124 -2.229 4.045
H7 2.542 -1.507 2.064
H8 4.780 -0.768 2.797
H9 -0.501 -1.271 5.410
H10 -2.615 -1.506 3.456
H11 2.559 3.329 -2.250
H12 -2.591 -2.192 -6.243
H13 -0.930 1.399 5.208
H14 -3.343 -1.838 -3.909
H15 -0.476 -3.416 -6.663
H16 2.244 1.473 -0.666
H17 1.086 -0.897 4.704
H18 0.492 1.828 4.234
H19 1.127 3.504 -4.265
H20 0.550 -5.059 -2.418
H21 3.424 3.270 2.388
H22 -2.705 -2.851 -0.117
H23 -2.141 2.045 -0.013
H24 -2.645 -0.232 -1.664
H25 -0.591 1.778 -4.708
H26 -2.363 -2.875 1.600
H27 -3.533 0.978 -0.736
H28 -3.970 -2.335 1.014
H29 -1.998 -2.672 -2.031
H30 5.228 1.689 2.964
H31 -3.066 1.219 2.099
H32 -4.247 -0.100 2.134
H33 -1.119 2.286 3.671

Calculated values
Orbital gap (alpha / beta) in hartree: 0.2556 / 0.2516
LUMO level (alpha / beta) in Ha: -0.028 / -0.035
Expectation value of S²: 0.780
Energy relative to the best compared isomer or geometry (same formula, charge and spin) in kcal per mole: 0.00
DFT total energy in Eh: -4405.64787
Largest force on an atom in hartree/bohr: 0.0048
Multiplicity: 2

Mulliken population analysis, charges in e, atoms 1 to 2:
1. Fe -1.32
2. S -0.75



Record 2
The following is a DFT calculation (ωB97M-V/def2-TZVPD) of a structure of composition C30H33BN8O2RuS4Sb.

Geometry (Å):
Sb1 2.257 4.991 -0.655
Ru1 1.386 1.833 0.070
S1 2.606 2.876 -1.655
S2 1.192 3.814 1.138
S3 -1.389 -2.305 -0.382
S4 1.264 6.534 -1.944
O1 -1.090 -3.226 -1.467
O2 -0.809 -2.671 0.892
N1 1.657 -0.046 -0.875
N2 -0.580 2.081 -1.279
N3 0.653 -0.286 2.034
N4 3.077 0.064 1.750
N5 -1.112 -0.783 -0.648
N6 3.091 1.309 1.199
N7 1.885 -1.105 -0.057
N8 0.203 0.883 1.526
C1 -0.967 1.144 2.100
C2 4.946 0.988 2.408
C3 1.633 -0.507 -2.127
C4 -3.088 -0.289 -3.760
C5 4.238 1.880 1.605
C6 -3.818 -1.461 0.605
C7 2.205 -3.573 -0.176
C8 -2.411 -0.876 -2.694
C9 -0.656 3.371 -1.530
C10 1.316 0.310 -3.334
C11 2.007 -2.228 -0.783
C12 -5.180 -1.573 0.838
C13 4.747 3.233 1.261
C14 -3.014 1.057 -3.941
C15 -1.830 2.308 1.749
C16 -3.861 -3.529 -0.627
C17 4.174 -0.151 2.480
C18 1.864 -1.883 -2.111
C19 0.053 -1.975 3.772
C20 -2.204 1.817 -3.071
C21 -5.885 -2.663 0.344
C22 -2.189 3.212 -3.296
C23 -1.446 4.005 -2.497
C24 -0.184 -0.733 2.984
C25 -5.224 -3.640 -0.388
C26 4.437 -1.433 3.197
C27 -1.620 -0.182 -1.771
C28 -1.243 0.151 3.046
C29 -1.439 1.243 -2.009
C30 -3.162 -2.443 -0.124
B1 1.923 -0.916 1.464
H1 1.271 1.373 -3.116
H2 0.044 -2.840 3.114
H3 -2.504 -1.942 -2.586
H4 3.651 -1.654 3.919
H5 2.330 -4.310 -0.968
H6 1.863 -2.551 -2.955
H7 -3.549 1.568 -4.731
H8 -3.251 -0.614 0.975
H9 1.329 -3.842 0.414
H10 -2.741 1.957 1.256
H11 5.635 3.432 1.862
H12 -5.773 -4.487 -0.781
H13 5.900 1.165 2.875
H14 -2.790 3.611 -4.104
H15 -1.381 5.079 -2.598
H16 -2.119 2.856 2.647
H17 -1.326 2.992 1.074
H18 5.017 3.301 0.207
H19 3.085 -3.604 0.469
H20 5.385 -1.361 3.728
H21 -0.058 4.009 -0.912
H22 -3.327 -4.270 -1.208
H23 0.349 -0.003 -3.735
H24 2.069 0.151 -4.107
H25 -2.102 0.084 3.692
H26 4.489 -2.274 2.505
H27 -6.950 -2.747 0.523
H28 2.136 -1.957 2.002
H29 -5.695 -0.804 1.401
H30 -3.685 -0.913 -4.414
H31 1.008 -1.943 4.299
H32 -0.742 -2.090 4.509
H33 4.017 4.000 1.487

Calculated values
Orbital gap (alpha / beta) in hartree: 0.1822 / 0.1820
LUMO level (alpha / beta) in Ha: 0.010 / 0.009
DFT total energy in Eh: -3704.54301
Largest force on an atom in hartree/bohr: 0.0188
Net charge: -1

Mulliken population analysis, charges in e, atoms 1 to 2:
1. Sb 0.47
2. Ru 0.29



Record 3
The following is a DFT calculation (ωB97M-V/def2-TZVPD) of a structure of composition C30H33BrN8O3SW.

Geometry (Å):
W1 -0.293 0.094 0.544
Br1 -0.424 6.445 -2.135
S1 -0.450 -7.048 -3.521
O1 -1.778 -7.582 -3.319
O2 0.441 -7.785 -4.373
O3 -0.405 -5.598 -3.669
N1 -0.996 0.208 2.636
N2 1.567 -0.348 -0.448
N3 1.322 1.048 1.746
N4 0.884 -8.354 -1.412
N5 -0.770 -0.503 -1.447
N6 -0.002 -6.225 -1.059
N7 -2.442 0.042 0.384
N8 -0.244 -2.125 1.080
C1 -0.576 1.506 3.222
C2 1.320 -8.348 -0.160
C3 -0.911 -4.205 0.111
C4 -0.411 4.720 -1.397
C5 -2.391 -0.861 -3.141
C6 -0.394 2.105 -0.267
C7 -3.009 -0.187 -0.752
C8 0.759 2.714 -0.806
C9 0.133 -4.882 0.755
C10 -3.206 0.406 1.586
C11 -1.578 4.165 -0.891
C12 -0.051 -1.171 -3.607
C13 0.240 -7.262 -1.831
C14 -4.478 -0.122 -0.980
C15 2.838 -0.192 0.280
C16 0.936 1.520 3.112
C17 0.225 -0.819 -2.294
C18 0.841 -4.177 1.726
C19 2.801 -1.120 -2.416
C20 0.765 3.986 -1.358
C21 -1.558 2.888 -0.351
C22 -1.373 -1.194 -4.027
C23 0.438 -6.214 0.189
C24 -2.057 -0.529 -1.838
C25 -1.071 -2.871 0.313
C26 1.149 -7.270 0.722
C27 2.559 0.226 1.721
C28 1.569 -0.747 -1.677
C29 -2.440 -0.144 2.770
C30 0.643 -2.812 1.830
H1 1.850 -9.236 0.170
H2 1.629 -4.641 2.304
H3 1.676 4.406 -1.764
H4 3.432 0.567 -0.236
H5 0.738 -1.440 -4.292
H6 1.345 2.512 3.298
H7 -4.982 -0.907 -0.411
H8 -1.503 -4.740 -0.618
H9 1.708 2.182 -0.833
H10 1.377 0.838 3.842
H11 3.305 -1.946 -1.906
H12 3.406 -1.124 0.256
H13 -1.612 -1.484 -5.041
H14 -1.845 -2.355 -0.230
H15 -1.028 2.313 2.645
H16 -0.483 -0.527 3.124
H17 -3.278 1.496 1.628
H18 1.495 1.880 1.179
H19 1.535 -7.300 1.731
H20 2.404 -0.637 2.363
H21 -4.872 0.838 -0.642
H22 -0.895 1.587 4.262
H23 -4.215 0.000 1.559
H24 3.404 0.786 2.126
H25 -2.508 2.517 0.016
H26 1.273 -2.236 2.496
H27 -3.420 -0.892 -3.466
H28 -2.837 0.223 3.717
H29 -2.499 -1.233 2.770
H30 -2.498 4.733 -0.920
H31 2.602 -1.430 -3.435
H32 -4.740 -0.250 -2.024
H33 3.498 -0.279 -2.439

Calculated values
Orbital gap (alpha / beta) in hartree: 0.1201 / 0.1044
LUMO level (alpha / beta) in Ha: -0.293 / -0.308
Expectation value of S²: 2.024
Energy relative to the best compared isomer or geometry (same formula, charge and spin) in kcal per mole: 0.00
DFT total energy in Eh: -4865.49587
Largest force on an atom in hartree/bohr: 0.0095
Multiplicity: 3
Net charge: +2

Mulliken population analysis, charges in e, atoms 1 to 2:
1. W 0.87
2. Br -0.11



Record 4
The following is a DFT calculation (ωB97M-V/def2-TZVPD) of a structure of composition C30H33N5Pt.

Geometry (Å):
Pt1 -1.663 0.734 0.281
N1 -2.078 0.041 2.332
N2 -1.561 0.867 -1.615
N3 -3.109 -0.507 -0.135
N4 -2.397 2.796 1.435
N5 -0.151 2.153 0.093
C1 -2.371 0.004 -2.274
C2 3.091 -4.965 0.772
C3 2.280 -5.690 -0.099
C4 -2.270 1.155 3.276
C5 -1.007 0.445 -4.240
C6 -1.259 3.705 1.620
C7 2.470 -1.472 -0.385
C8 4.378 1.421 1.025
C9 5.937 -0.325 0.470
C10 1.452 -0.741 -0.980
C11 -4.616 -1.229 -1.965
C12 4.898 -1.130 0.047
C13 -2.105 -0.186 -3.668
C14 1.277 3.244 -1.610
C15 0.091 3.079 1.169
C16 -0.064 1.131 -3.501
C17 5.685 0.949 0.968
C18 0.613 0.011 -1.443
C19 -3.067 2.290 2.631
C20 -4.032 -0.778 0.931
C21 -3.375 -0.584 -1.454
C22 3.340 0.631 0.585
C23 0.298 2.253 -1.114
C24 3.573 -0.669 0.103
C25 2.407 -2.898 -0.289
C26 -0.196 1.111 -2.017
C27 1.565 -3.645 -1.141
C28 -3.226 -0.913 2.239
C29 3.152 -3.590 0.686
C30 1.528 -5.020 -1.059
H1 0.783 3.878 0.895
H2 2.321 0.985 0.632
H3 -1.170 4.002 2.670
H4 0.813 1.553 -3.955
H5 -4.760 0.042 1.013
H6 -2.802 0.819 4.172
H7 -4.048 1.912 2.335
H8 2.239 -6.765 -0.026
H9 -3.898 -0.777 3.090
H10 -4.616 -2.299 -1.755
H11 -1.284 1.514 3.580
H12 2.274 2.974 -1.250
H13 1.053 4.249 -1.259
H14 -0.880 0.395 -5.311
H15 -2.821 -1.924 2.290
H16 3.677 -5.485 1.516
H17 -4.719 -1.092 -3.037
H18 -3.223 3.079 3.375
H19 6.951 -0.684 0.400
H20 -4.594 -1.701 0.755
H21 6.500 1.574 1.304
H22 4.178 2.410 1.413
H23 0.530 2.512 1.997
H24 0.917 -5.582 -1.747
H25 3.751 -3.030 1.391
H26 -1.430 4.610 1.034
H27 1.305 3.259 -2.693
H28 -1.280 -0.500 2.666
H29 -2.757 -0.803 -4.258
H30 5.106 -2.102 -0.375
H31 -3.082 3.222 0.818
H32 -5.493 -0.802 -1.477
H33 0.973 -3.121 -1.877

Calculated values
Orbital gap (alpha / beta) in hartree: 0.1657 / 0.1670
LUMO level (alpha / beta) in Ha: -0.280 / -0.280
Energy relative to the best compared isomer or geometry (same formula, charge and spin) in kcal per mole: 15.43
DFT total energy in Eh: -1555.43450
Largest force on an atom in hartree/bohr: 0.0812
Net charge: +2

Mulliken population analysis, charges in e, atoms 1 to 2:
1. Pt 0.41
2. N -0.41